#1
ORCA calculation (wB97M-V/def2-TZVPD) on a cluster of 6 separate species, C36H30N6O12 in total.

Cartesian coordinates (Å):
O: 7.8821 1.9116 1.2676
N: 8.4016 1.6471 0.1783
O: 9.5374 1.9284 -0.1376
C: 7.7033 0.7987 -0.7791
C: 6.6922 0.0499 -0.2343
C: 6.1345 -0.9871 -0.9541
C: 6.5889 -1.3555 -2.2049
C: 7.6221 -0.5587 -2.7245
C: 8.1338 0.5115 -2.0427
H: 6.2652 0.3739 0.6872
H: 5.3086 -1.5104 -0.4518
H: 6.3460 -2.2582 -2.7700
H: 8.0337 -0.8345 -3.7079
H: 8.9148 1.2169 -2.3698
O: -1.2512 -0.3745 -1.3790
N: -0.1170 -0.5356 -1.7331
O: 0.8177 -0.2695 -1.0089
C: 0.1060 -1.0857 -3.1047
C: 1.3853 -0.8669 -3.7493
C: 1.5877 -1.4389 -4.9734
C: 0.5322 -2.2177 -5.6257
C: -0.7180 -2.4061 -4.9832
C: -0.9719 -1.7975 -3.6970
H: 1.9949 -0.0475 -3.3630
H: 2.5751 -1.3264 -5.4975
H: 0.7144 -2.5300 -6.6641
H: -1.5335 -2.9386 -5.3859
H: -1.8851 -1.8909 -3.1740
O: -3.4920 2.5791 2.9670
N: -3.4956 2.1112 1.8193
O: -3.0435 2.7118 0.8430
C: -4.2459 0.8139 1.6617
C: -3.8056 -0.0639 0.6748
C: -4.2997 -1.3727 0.6049
C: -5.3324 -1.7779 1.4079
C: -5.8119 -0.8720 2.3801
C: -5.2241 0.3703 2.5426
H: -2.9771 0.3308 0.1228
H: -3.8511 -1.9976 -0.2224
H: -5.6165 -2.7981 1.3786
H: -6.8248 -0.9698 2.8003
H: -5.5431 1.0501 3.3477
O: -9.0515 0.1965 0.7266
N: -8.3740 1.0290 1.3469
O: -8.4826 1.1528 2.5476
C: -7.4694 1.9105 0.4903
C: -6.8799 3.0411 1.0232
C: -5.9590 3.7549 0.2763
C: -5.5914 3.3493 -1.0050
C: -6.2177 2.1633 -1.4837
C: -7.2084 1.4939 -0.7791
H: -7.0718 3.2273 2.0604
H: -5.4796 4.5783 0.7738
H: -4.9261 3.8579 -1.6532
H: -6.0568 1.7665 -2.4738
H: -7.7481 0.6569 -1.2463
O: 4.1556 -4.9298 4.3763
N: 3.0231 -5.0401 4.8046
O: 2.7720 -5.7092 5.8504
C: 1.9078 -4.2824 4.1901
C: 0.6056 -4.5326 4.6418
C: -0.4663 -3.9487 3.8977
C: -0.1396 -3.1034 2.8269
C: 1.1690 -2.8458 2.4710
C: 2.1702 -3.5445 3.1110
H: 0.4406 -5.2902 5.3559
H: -1.5038 -4.2337 4.1634
H: -0.9195 -2.5386 2.3351
H: 1.3514 -2.2286 1.5914
H: 3.1962 -3.5194 2.7453
O: 1.6420 0.9241 1.8361
N: 2.5201 1.0812 0.9920
O: 3.4076 0.3414 0.7465
C: 2.4824 2.2935 0.1311
C: 1.4071 3.1790 0.1907
C: 1.4407 4.2983 -0.6109
C: 2.6001 4.5690 -1.4389
C: 3.6582 3.7069 -1.4307
C: 3.6527 2.6135 -0.6069
H: 0.5400 3.0055 0.8225
H: 0.6384 5.0158 -0.6512
H: 2.5852 5.4419 -2.0177
H: 4.5230 3.9011 -2.0325
H: 4.4189 1.8748 -0.6410

Highest occupied orbital energy: -9.800 eV
Structure (SMILES): O=[N+]([O-])c1ccccc1.O=[N+]([O-])c1ccccc1.O=[N+]([O-])c1ccccc1.O=[N+]([O-])c1ccccc1.O=[N+]([O-])c1ccccc1.O=[N+]([O-])c1ccccc1
Gap between HOMO and LUMO: 8.803 eV



#2
ORCA calculation (wB97M-V/def2-TZVPD) on a cluster of 6 separate species, C36H30N6O12 in total.

Cartesian coordinates (Å):
O: -2.7622 -3.1977 -4.2989
N: -3.7850 -2.5541 -3.9540
O: -3.8090 -1.7193 -3.1617
C: -5.0616 -2.6711 -4.7498
C: -6.3367 -2.1782 -4.3083
C: -7.4676 -2.5113 -5.0437
C: -7.4373 -3.2720 -6.1967
C: -6.2143 -3.9930 -6.4376
C: -5.0263 -3.6340 -5.8447
H: -6.3585 -1.6473 -3.3680
H: -8.4153 -2.1340 -4.6890
H: -8.3982 -3.6993 -6.4424
H: -6.3357 -4.6397 -7.2940
H: -4.1082 -4.0795 -6.1983
O: 0.3866 -0.1807 4.1687
N: 0.1963 0.2821 3.1114
O: -0.7022 1.0880 2.8102
C: 1.0730 -0.1364 2.0218
C: 2.2820 -0.7919 2.3411
C: 3.0303 -1.4263 1.4149
C: 2.7377 -1.1481 0.0972
C: 1.7004 -0.3703 -0.2742
C: 0.7910 0.0458 0.6732
H: 2.5384 -1.0180 3.3656
H: 3.8682 -1.9906 1.7969
H: 3.5239 -1.5013 -0.5536
H: 1.6313 -0.1140 -1.3211
H: -0.1217 0.5717 0.4347
O: -11.0831 4.3949 2.4934
N: -10.0449 3.8056 2.8875
O: -9.5551 4.0260 3.9890
C: -9.0896 3.3952 1.7944
C: -9.5093 3.0762 0.4438
C: -8.6276 2.5494 -0.5395
C: -7.2401 2.6225 -0.1818
C: -6.7191 3.0989 1.0160
C: -7.7033 3.4540 1.9560
H: -10.5620 3.0783 0.2024
H: -9.0488 2.1650 -1.4567
H: -6.4552 2.1956 -0.7884
H: -5.6592 3.0943 1.2234
H: -7.4342 3.9479 2.8780
O: -2.7752 4.6904 12.2963
N: -2.5866 3.8141 11.4694
O: -1.6143 3.1598 11.5080
C: -3.5787 3.4614 10.3478
C: -4.9053 3.7462 10.5089
C: -5.8751 3.4881 9.5524
C: -5.4306 3.0224 8.3379
C: -4.1139 2.5221 8.2508
C: -3.1787 2.7556 9.2631
H: -5.2438 4.3340 11.3493
H: -6.9244 3.5879 9.7881
H: -6.1788 2.7554 7.6062
H: -3.7460 2.0525 7.3505
H: -2.1682 2.3825 9.1849
O: 9.0697 -3.4015 -5.5367
N: 7.9428 -3.7138 -5.7441
O: 7.0758 -3.5782 -4.9075
C: 7.6732 -4.1411 -7.1345
C: 8.5027 -3.6759 -8.1712
C: 8.3078 -4.0750 -9.4741
C: 7.1605 -4.8765 -9.8148
C: 6.3227 -5.2572 -8.8048
C: 6.5901 -4.9468 -7.5022
H: 9.3184 -2.9994 -7.9627
H: 8.9285 -3.8979 -10.3400
H: 7.1149 -5.1814 -10.8499
H: 5.5406 -5.9098 -9.1639
H: 5.8200 -5.1787 -6.7813
O: 7.9600 1.7504 3.5954
N: 9.0516 1.9809 3.0393
O: 9.9907 2.5194 3.5846
C: 9.1991 1.5647 1.6240
C: 9.8295 2.4340 0.6637
C: 10.2106 2.0214 -0.5981
C: 9.7441 0.7245 -0.9204
C: 8.7297 -0.0283 -0.1663
C: 8.5375 0.3956 1.1452
H: 10.0837 3.4318 0.9896
H: 10.9035 2.6855 -1.0935
H: 9.9266 0.3055 -1.8990
H: 8.2089 -0.9241 -0.4709
H: 7.8887 -0.0842 1.8631

Highest occupied orbital energy: -9.729 eV
Structure (SMILES): O=[N+]([O-])c1ccccc1.O=[N+]([O-])c1ccccc1.O=[N+]([O-])c1ccccc1.O=[N+]([O-])c1ccccc1.O=[N+]([O-])c1ccccc1.O=[N+]([O-])c1ccccc1
Gap between HOMO and LUMO: 8.810 eV



Which structure is the least stable? The one labeled #2.



#1
ORCA calculation (wB97M-V/def2-TZVPD) on a structure of composition C4H8N2O2.

Cartesian coordinates (Å):
C: 1.4532 1.0705 -0.0961
C: -0.3515 -0.3926 -0.1717
C: -1.5473 -0.7753 -0.8966
C: -1.5488 -0.5997 0.7562
H: 3.5905 -1.0236 0.3248
H: 1.8327 2.0875 -0.0081
H: -1.1011 1.5455 0.7856
H: 0.7169 -1.0097 0.0601
H: -2.2380 -0.1309 -1.2447
H: -1.4476 -1.8820 -1.2022
H: -2.6506 0.2185 0.9814
H: -1.4889 -1.3231 1.6230
N: 2.5813 0.4240 0.1328
N: 0.2080 0.8565 -0.5832
O: 2.7558 -0.8761 -0.2732
O: -0.7646 1.8105 -0.1882

Highest occupied orbital energy: -8.653 eV
Gap between HOMO and LUMO: 9.407 eV



#2
ORCA calculation (wB97M-V/def2-TZVPD) on a cluster of 2 separate species, C4H8N2O2 in total.

Cartesian coordinates (Å):
N: 0.9521 2.0908 -0.9918
C: 1.6866 1.2944 -0.6132
C: 2.5976 0.2381 -0.1096
N: 1.9186 -0.8706 0.2256
O: 3.7914 0.4477 -0.0249
H: 2.4922 -1.5884 0.6509
H: 0.6636 -0.9005 0.3367
C: -2.0168 0.4543 0.8189
C: -1.5693 -0.1988 -0.4713
O: -0.5629 -1.2018 -0.1539
H: -2.3960 -0.2924 1.5140
H: -1.1890 0.9895 1.2808
H: -2.8098 1.1667 0.6034
H: -1.1326 0.5386 -1.1503
H: -2.3954 -0.7162 -0.9645
H: -0.0306 -1.4516 -0.9508

Highest occupied orbital energy: -10.291 eV
Structure (SMILES): N#CC(N)=O.CCO
Gap between HOMO and LUMO: 10.786 eV



#3
ORCA calculation (wB97M-V/def2-TZVPD) on the molecule C4H8N2O2.

Cartesian coordinates (Å):
H: -2.6286 -1.1732 -0.6608
N: -1.9757 -1.2578 0.1086
C: -0.9688 -0.5192 0.0745
N: 0.0234 -0.6130 0.9880
C: 1.0290 0.1757 1.1082
C: 2.0560 -0.1250 2.1494
O: 1.3029 1.2180 0.3407
O: -0.7284 0.5035 -0.9567
C: -1.3105 0.3091 -2.2280
H: 2.1617 0.7401 2.8087
H: 3.0200 -0.2995 1.6698
H: 1.7559 -0.9997 2.7225
H: 0.6247 1.2226 -0.4408
H: -1.1393 -0.7080 -2.5906
H: -2.3870 0.5000 -2.1869
H: -0.8353 1.0263 -2.9066

Highest occupied orbital energy: -9.680 eV
Structure (SMILES): [H]/N=C(/N=C(/C)O)OC
Gap between HOMO and LUMO: 10.384 eV



#4
ORCA calculation (wB97M-V/def2-TZVPD) on the molecule C4H8N2O2.

Cartesian coordinates (Å):
C: -1.1392 -1.4005 0.7006
N: -0.7635 -0.6668 -0.3449
C: -0.0896 0.6761 -0.2305
N: -1.0587 1.6343 -0.1025
C: 1.1547 1.0807 0.0513
C: 2.2459 0.1870 -0.0749
O: 3.2151 0.1431 0.7083
O: 2.0932 -0.9881 -0.8371
H: -2.2236 -1.0500 1.1239
H: -1.2330 -2.2527 -0.0354
H: -0.5284 -1.7308 1.5156
H: -1.3054 -0.7232 -1.1974
H: -0.8875 2.7166 -0.1811
H: -2.2028 1.2400 -0.1424
H: 1.4868 2.0912 0.4146
H: 1.2359 -0.9570 -1.3681

Highest occupied orbital energy: -8.690 eV
Structure (SMILES): CN/C(N)=C\C(=O)O
Gap between HOMO and LUMO: 8.974 eV



Which structure is the least stable? The one labeled #1.



#1
ORCA calculation (wB97M-V/def2-TZVPD) on a cluster of 2 separate species, C10H15N2 in total.

Cartesian coordinates (Å):
C: -1.7548 -1.7753 -0.4688
C: -0.4568 -1.4035 -0.2965
C: -2.7126 -0.8646 -0.0096
C: -1.1132 0.6078 0.8560
C: -0.0954 -0.2356 0.3945
C: -2.4242 0.3967 0.4841
C: 2.0270 1.3760 1.0950
C: 1.1828 0.2600 0.6390
C: -3.6588 1.2167 0.7537
C: 3.5685 -0.7936 0.2503
N: 2.4115 -0.0504 0.6958
N: 1.5316 0.2135 -2.1316
H: -1.9235 -2.8023 -0.6518
H: 0.3948 -2.0646 -0.6090
H: -3.7415 -1.2094 -0.3660
H: -0.8772 1.5765 1.2840
H: 2.0821 2.1608 0.3886
H: 1.9379 1.6753 2.2010
H: -3.6542 2.1722 0.2998
H: -4.6170 0.7428 0.5274
H: -3.7884 1.6408 1.8155
H: 3.1294 -1.6725 -0.3488
H: 4.1459 -0.1853 -0.4197
H: 4.1440 -1.1497 1.0305
H: 0.5476 0.0098 -1.9032
H: 1.8951 -0.6613 -2.6071
H: 1.8194 0.8193 -2.9029

Highest occupied orbital energy: -13.154 eV
Charge: +1
Gap between HOMO and LUMO: 8.779 eV



#2
ORCA calculation (wB97M-V/def2-TZVPD) on the ion C10H15N2 with charge +1.

Cartesian coordinates (Å):
C: -2.1120 -1.6964 0.8726
C: -1.4173 -1.3254 -0.4512
N: -0.4690 -0.2597 -0.2198
C: -0.7661 0.9954 -0.2460
C: -2.2356 1.4030 -0.6167
C: 0.2333 2.0750 -0.0032
C: 1.5144 1.7409 0.3833
C: 2.1308 0.4436 0.7516
C: 3.3963 0.0735 -0.0937
C: 2.8414 -1.0661 -0.8203
N: 1.6787 -1.4614 -0.5170
C: 1.1122 -0.7086 0.4666
H: -1.3320 -1.8742 1.6302
H: -2.8706 -0.9870 1.1195
H: -2.7811 -2.5780 0.7569
H: -2.0872 -1.0913 -1.2303
H: -0.8346 -2.3315 -0.8196
H: -2.2736 2.5131 -0.9500
H: -2.9988 1.3758 0.1155
H: -2.6223 0.8435 -1.4273
H: -0.0398 3.0920 -0.0197
H: 2.0913 2.5427 0.6297
H: 2.3317 0.4209 1.8758
H: 4.2116 -0.2801 0.5891
H: 3.6898 0.9219 -0.8529
H: 3.3319 -1.6200 -1.6829
H: 0.7368 -1.3616 1.2680

Highest occupied orbital energy: -13.845 eV
Charge: +1
Structure (SMILES): CC[N+]1=C(C)C=C[C@@H]2CC=N[C@@H]21
Gap between HOMO and LUMO: 9.529 eV



Which structure is the least stable? The one labeled #1.